(1)
A molecular structure, C28H72CrN6O10 at a distorted geometry. Source: the Open Molecules 2025 dataset; level of theory: ωB97M-V with the def2-TZVPD basis set.

Results
calculated total energy = -3235.1449 Eh
⟨S²⟩ = 3.78
multiplicity = 4
total charge = +1
frontier orbital gap (spin up / spin down) = 0.284 / 0.326 Eh
energy relative to the best compared isomer or geometry (same formula, charge and spin) = 92.3 kJ/mol

Element x y z (Å)
Cr1 -0.29915 1.14043 -0.60459
C1 1.17658 4.22053 -2.88610
C2 0.62381 3.15261 -1.93580
O1 -0.56676 2.79922 -2.02611
O2 1.20051 2.53220 -1.04553
H1 0.42273 4.28902 -3.67039
H2 2.16636 4.08020 -3.32058
H3 1.11625 5.25091 -2.53572
C3 0.66649 -1.30355 2.60791
C4 0.41547 -0.54273 1.33213
O3 1.01252 0.45181 0.94986
O4 -0.47657 -0.71832 0.53402
H4 -0.04322 -0.94072 3.35140
H5 1.71898 -1.29274 2.89115
H6 0.45554 -2.36935 2.52034
C5 -0.64297 4.46931 1.30301
C6 -0.83956 3.08430 1.88214
C7 -1.69182 3.12964 3.14202
O5 -1.73392 1.83387 3.64701
C8 -2.34334 1.62478 4.94254
N1 -1.41130 2.16105 0.94280
H7 -1.51997 4.93337 0.85175
H8 0.12174 4.60635 0.53846
H9 -0.27945 5.04675 2.15301
H10 0.19506 2.85840 2.14025
H11 -2.64961 3.60438 2.92899
H12 -1.25944 3.79575 3.88865
H13 -1.81771 2.14463 5.74353
H14 -2.36809 0.55314 5.14021
H15 -3.39648 1.89982 5.00044
H16 -1.85711 1.49300 1.55524
H17 -2.30509 2.57775 0.72470
C9 -4.14141 -1.29846 -1.69837
C10 -2.83796 -0.56013 -2.14163
C11 -2.91033 0.10897 -3.52107
O6 -1.62714 0.75490 -3.70903
C12 -1.42337 1.37403 -4.95857
N2 -2.40142 0.47265 -1.12031
H18 -4.38405 -2.10437 -2.39099
H19 -5.04911 -0.69801 -1.63789
H20 -4.02069 -1.68484 -0.68632
H21 -2.18307 -1.43030 -2.09653
H22 -3.75868 0.79217 -3.56148
H23 -3.09164 -0.74884 -4.16867
H24 -0.84936 2.29060 -4.82248
H25 -2.31884 1.78045 -5.42874
H26 -0.99240 0.67623 -5.67652
H27 -2.75182 -0.01411 -0.30767
H28 -3.12742 1.17298 -1.17100
C13 2.24988 -8.02528 2.96193
C14 0.94421 -7.06871 2.96024
C15 1.19061 -5.99631 1.83968
O7 0.03596 -5.30671 1.46089
C16 0.29751 -4.33713 0.44312
N3 -0.19196 -7.84734 2.53376
H29 2.43064 -8.51224 2.00365
H30 2.08293 -8.93046 3.54577
H31 3.20005 -7.58376 3.26253
H32 0.59554 -6.62454 3.89257
H33 1.64509 -6.39825 0.93415
H34 1.81307 -5.20150 2.25069
H35 1.00807 -4.64744 -0.32298
H36 0.64437 -3.38882 0.85361
H37 -0.62425 -4.01419 -0.04081
H38 -0.11690 -8.23802 1.60541
H39 -0.98806 -7.24668 2.37401
C17 2.02132 -1.80618 -1.78383
C18 1.79813 -0.38203 -2.36348
C19 2.11767 -0.15562 -3.80650
O8 1.78760 1.20592 -4.14363
C20 2.36821 1.54194 -5.32667
N4 0.37365 -0.14605 -2.14130
H40 3.01056 -2.22068 -1.97799
H41 1.44720 -2.60942 -2.24566
H42 1.97547 -1.75363 -0.69607
H43 2.33078 0.45498 -1.91202
H44 1.64905 -0.85195 -4.50192
H45 3.18937 -0.33455 -3.89339
H46 3.45131 1.41950 -5.33012
H47 2.12471 2.55385 -5.65044
H48 2.21249 0.91643 -6.20565
H49 -0.09278 -0.92158 -2.58972
H50 0.25138 0.47809 -2.92589
C21 6.23802 0.40507 -1.61663
C22 6.75502 1.44377 -0.54043
C23 5.77543 1.90966 0.46788
O9 5.08474 0.84404 1.17001
C24 4.33988 1.38182 2.36480
N5 7.89898 0.84098 0.16183
H51 5.42909 -0.20934 -1.22137
H52 6.96427 -0.32363 -1.97669
H53 5.89333 1.00863 -2.45628
H54 7.11003 2.31196 -1.09569
H55 5.05605 2.53650 -0.05907
H56 6.35362 2.47961 1.19517
H57 3.47865 1.94118 1.99942
H58 5.09745 1.82856 3.00871
H59 3.88709 0.58042 2.94860
H60 7.99587 -0.13788 -0.06740
H61 7.60648 0.90014 1.12674
C25 -5.71813 -0.41845 2.74679
C26 -4.98475 0.24159 1.51417
C27 -5.16336 1.71344 1.53533
O10 -4.54295 2.30215 0.36651
C28 -4.95616 3.65639 0.08744
N6 -3.56269 -0.08272 1.62864
H62 -5.19303 -0.09867 3.64686
H63 -5.64971 -1.50627 2.75441
H64 -6.75245 -0.18676 3.00094
H65 -5.47759 -0.19305 0.64451
H66 -4.81284 2.21672 2.43642
H67 -6.21335 2.00602 1.53777
H68 -4.70370 4.43273 0.80969
H69 -6.04423 3.62406 0.03136
H70 -4.63430 3.93924 -0.91481
H71 -3.32344 0.21455 2.56378
H72 -3.38597 -1.07380 1.54719



(2)
6 unconnected molecules or ions with the total composition C28H72F4N5O11PS4 at a distorted geometry. Source: the Open Molecules 2025 dataset; level of theory: ωB97M-V with the def2-TZVPD basis set.

Results
calculated total energy = -4544.4052 Eh
⟨S²⟩ = 0.75
multiplicity = 2
total charge = +1
frontier orbital gap (spin up / spin down) = 0.126 / 0.277 Eh

Element x y z (Å)
C1 -2.51458 3.27747 1.95258
C2 -3.03406 2.59994 3.23968
C3 -2.04046 2.64262 4.34122
O1 -2.29018 1.74096 5.39449
C4 -1.45066 2.01810 6.51878
N1 -4.34702 3.33317 3.63352
H1 -4.80991 3.69578 2.81234
H2 -5.12782 2.85049 4.05477
H3 -4.16140 4.14012 4.21186
H4 -1.58918 2.94458 1.48255
H5 -2.34442 4.33259 2.16673
H6 -3.21710 3.01839 1.16046
H7 -3.18760 1.53180 3.08604
H8 -1.93988 3.68308 4.65013
H9 -1.08236 2.34567 3.91463
H10 -1.21296 1.10858 7.07048
H11 -2.14728 2.43930 7.24364
H12 -0.54451 2.61867 6.43932
C5 -0.37949 -0.89877 4.81536
C6 -1.09735 -2.28460 4.88865
C7 -2.63289 -2.05416 4.97227
O2 -3.21316 -3.40518 5.03082
C8 -4.61558 -3.39291 4.74826
N2 -0.81130 -3.03185 3.55973
H13 -0.83003 -2.53098 2.68287
H14 0.05160 -3.55235 3.49206
H15 -1.51780 -3.75258 3.52071
H16 -0.31270 -0.60899 5.86401
H17 -0.92444 -0.26784 4.11318
H18 0.66839 -0.97416 4.52489
H19 -0.64684 -2.83473 5.71478
H20 -3.07541 -1.45707 4.17492
H21 -2.92319 -1.71716 5.96739
H22 -4.82070 -2.76135 3.88388
H23 -5.20772 -2.90749 5.52405
H24 -4.92496 -4.42985 4.61728
C9 2.56079 -3.26394 -0.76314
C10 1.58717 -4.43630 -0.76199
C11 2.14868 -5.87177 -0.90364
O3 1.17621 -6.90359 -0.90385
C12 1.51801 -8.05206 -1.59757
N3 0.75913 -4.41774 0.53685
H25 0.23625 -3.57095 0.70903
H26 0.04037 -5.12682 0.51050
H27 1.28596 -4.58408 1.38235
H28 2.13524 -2.31259 -1.08241
H29 3.38452 -3.37853 -1.46773
H30 3.13007 -3.19881 0.16411
H31 0.84311 -4.35570 -1.55444
H32 2.95918 -6.06930 -0.20209
H33 2.67187 -6.05671 -1.84182
H34 1.51544 -7.79006 -2.65561
H35 0.73974 -8.79832 -1.43788
H36 2.47764 -8.48874 -1.32097
C13 0.79780 6.91365 -0.71602
C14 0.49960 5.50336 -1.23344
C15 1.59444 4.70781 -1.88925
C16 1.13991 3.36790 -2.45940
P1 2.24812 2.49182 -3.65643
C17 3.79423 2.13574 -2.78480
C18 3.75658 1.23957 -1.49957
C19 4.82665 1.58210 -0.60893
C20 4.72852 2.84731 0.25925
C21 2.50320 3.60609 -4.96435
C22 1.25195 4.42715 -5.47144
C23 1.48291 5.37608 -6.56906
C24 2.71652 6.28407 -6.32302
C25 1.36077 1.05613 -4.42191
C26 0.49840 0.26053 -3.40481
C27 -0.23414 -0.87453 -4.08463
C28 -1.21737 -1.52933 -3.14334
H37 1.26413 7.55238 -1.46612
H38 1.37944 6.73824 0.18899
H39 -0.11488 7.29949 -0.26188
H40 -0.35788 5.76633 -1.85286
H41 -0.01213 4.89259 -0.48968
H42 2.38088 4.43446 -1.18577
H43 1.98806 5.38227 -2.64969
H44 0.11362 3.41929 -2.82299
H45 0.95211 2.61253 -1.69635
H46 4.15356 3.16481 -2.78581
H47 4.40331 1.63569 -3.53784
H48 3.79667 0.21024 -1.85588
H49 2.83337 1.43677 -0.95470
H50 5.80142 1.58580 -1.09670
H51 4.94195 0.80456 0.14622
H52 5.29344 2.84430 1.19143
H53 3.69664 3.02929 0.55960
H54 5.10417 3.70990 -0.29113
H55 2.86520 2.89857 -5.71031
H56 3.39213 4.17595 -4.69388
H57 0.78876 4.90202 -4.60655
H58 0.46227 3.74661 -5.78984
H59 0.59129 5.99616 -6.66189
H60 1.59419 4.85741 -7.52127
H61 2.91326 6.83488 -7.24281
H62 3.59964 5.73812 -5.99115
H63 2.57218 7.05263 -5.56369
H64 2.11993 0.37772 -4.81117
H65 0.75560 1.42132 -5.25168
H66 -0.31832 0.83640 -2.96956
H67 1.08744 -0.15205 -2.58572
H68 0.40776 -1.69564 -4.40376
H69 -0.76572 -0.56150 -4.98326
H70 -0.65005 -1.85342 -2.27086
H71 -1.69558 -2.42283 -3.54466
H72 -2.09377 -0.90275 -2.97772
N4 -0.85212 -1.96119 0.84999
S1 -0.62652 -0.25146 0.74397
O4 -1.14037 0.54802 1.91739
O5 -0.64404 0.33103 -0.59686
F1 0.99981 -0.21958 1.03187
S2 -2.34014 -1.82126 0.68647
O6 -2.86385 -1.73349 -0.69843
O7 -3.11552 -1.26519 1.84071
F2 -2.76321 -3.29476 1.01096
N5 -3.53009 -7.42216 1.67515
S3 -2.97706 -6.58216 0.36872
O8 -1.55438 -6.13356 0.29523
O9 -3.92550 -6.03869 -0.53467
F3 -2.77787 -8.05733 -0.42007
S4 -3.83835 -6.21521 2.37650
O10 -5.09151 -5.59154 2.03558
O11 -2.75672 -5.29054 2.76314
F4 -4.10944 -6.94868 3.78834



The lowest calculated total energy belongs to which entry? C28H72F4N5O11PS4



Number 2 is which compound? C28H72F4N5O11PS4